Record 1
{"formula": "C13H37NO6", "method": "the ωB97M-V functional and the def2-TZVPD basis", "symbols": ["C", "C", "O", "H", "H", "H", "H", "H", "H", "C", "C", "O", "H", "H", "H", "H", "H", "H", "O", "H", "H", "O", "H", "H", "O", "H", "H", "C", "C", "C", "C", "C", "C", "N", "O", "C", "C", "C", "H", "H", "H", "H", "H", "H", "H", "H", "H", "H", "H", "H", "H", "H", "H", "H", "H", "H", "H"], "positions_angstrom": [[2.296, 4.071, -5.005], [2.075, 3.364, -3.683], [2.769, 4.081, -2.681], [3.343, 4.010, -5.315], [2.093, 5.136, -4.859], [1.656, 3.691, -5.797], [2.419, 2.323, -3.753], [0.987, 3.347, -3.501], [2.565, 3.673, -1.823], [-1.465, 2.361, -0.835], [-2.081, 2.013, -2.188], [-1.041, 1.799, -3.149], [-1.268, 1.445, -0.269], [-2.125, 3.013, -0.271], [-0.488, 2.824, -0.983], [-2.781, 2.786, -2.513], [-2.662, 1.085, -2.118], [-1.294, 2.184, -3.991], [2.881, 2.556, 2.151], [3.744, 2.611, 2.573], [2.250, 2.472, 2.873], [2.029, 2.444, -0.545], [1.693, 1.580, -0.811], [2.143, 2.415, 0.422], [1.045, 0.059, -2.175], [0.529, 0.357, -2.935], [0.422, 0.156, -1.444], [-0.859, -4.050, -0.210], [-1.127, -3.246, 1.051], [-0.647, -4.088, 2.247], [-0.608, -3.274, 3.541], [0.178, -1.971, 3.410], [-0.176, -1.158, 2.161], [-0.270, -2.069, 1.022], [-0.572, -1.260, -0.148], [-1.448, -0.369, 2.404], [0.937, -0.181, 1.827], [-2.616, -2.979, 1.157], [-1.086, -5.100, -0.010], [0.194, -3.968, -0.473], [-1.516, -3.751, -1.027], [-1.394, -4.870, 2.401], [0.340, -4.497, 2.042], [-0.114, -3.880, 4.311], [-1.609, -3.115, 3.946], [1.254, -2.137, 3.460], [-0.101, -1.336, 4.260], [-1.942, -0.125, 1.467], [-2.134, -0.906, 3.057], [-1.179, 0.559, 2.916], [1.137, 0.536, 2.626], [1.900, -0.667, 1.644], [0.676, 0.383, 0.931], [-3.174, -3.860, 0.815], [-2.918, -2.224, 0.420], [-2.965, -2.687, 2.141], [0.106, -1.567, -0.764]], "relative_energy_kj_mol": 0.0, "gap_ev": 9.14, "homo_energy_ev": -8.80}

---

Record 2
{"formula": "C13H37O15Tl2", "method": "the ωB97M-V functional and the def2-TZVPD basis", "symbols": ["Tl", "Tl", "O", "C", "O", "O", "H", "C", "C", "O", "O", "H", "H", "H", "H", "H", "H", "C", "C", "O", "O", "H", "H", "H", "H", "H", "H", "C", "C", "O", "O", "H", "H", "H", "H", "H", "H", "C", "C", "O", "O", "H", "H", "H", "H", "H", "H", "C", "C", "O", "O", "H", "H", "H", "H", "H", "H", "C", "C", "O", "O", "H", "H", "H", "H", "H", "H"], "positions_angstrom": [[3.904, -0.574, -3.693], [4.933, 1.360, 2.051], [0.624, -0.163, 0.275], [1.748, 0.509, -0.166], [2.264, 1.310, 0.637], [2.153, 0.275, -1.327], [0.162, -0.493, -0.511], [1.046, -3.221, -3.042], [1.868, -4.009, -4.061], [3.209, -3.564, -4.177], [1.103, -1.830, -3.309], [1.349, -3.370, -1.991], [0.009, -3.571, -3.050], [1.447, -3.791, -5.056], [1.819, -5.087, -3.913], [3.795, -4.317, -4.010], [0.306, -1.576, -3.794], [1.747, -2.509, 2.966], [0.839, -3.196, 1.924], [0.469, -4.402, 2.443], [2.728, -3.310, 3.448], [1.060, -2.160, 3.774], [2.117, -1.622, 2.446], [1.405, -3.290, 0.969], [-0.054, -2.574, 1.754], [-0.151, -4.890, 1.845], [2.339, -4.149, 3.768], [-2.139, -5.313, -0.444], [-2.319, -3.809, -0.578], [-2.715, -3.443, -1.879], [-1.190, -5.589, 0.608], [-1.742, -5.833, -1.331], [-3.088, -5.797, -0.175], [-1.408, -3.262, -0.314], [-3.087, -3.528, 0.157], [-3.677, -3.454, -1.959], [-1.332, -6.520, 0.854], [-1.817, 2.480, -1.110], [-3.246, 3.014, -0.681], [-3.328, 4.364, -0.919], [-1.641, 2.718, -2.480], [-1.800, 1.393, -1.002], [-1.034, 3.014, -0.557], [-3.393, 2.830, 0.383], [-3.991, 2.429, -1.245], [-3.012, 4.480, -1.838], [-1.788, 1.908, -2.985], [0.542, 5.247, 0.226], [1.336, 5.966, -0.906], [0.849, 7.231, -1.147], [0.649, 5.773, 1.493], [0.881, 4.177, 0.217], [-0.516, 5.250, -0.058], [1.284, 5.392, -1.831], [2.405, 6.045, -0.611], [0.588, 7.621, -0.290], [1.584, 5.955, 1.682], [-0.868, 2.748, 4.071], [-0.439, 2.691, 2.537], [-0.881, 1.513, 1.949], [-0.191, 1.812, 4.801], [-1.955, 2.705, 4.209], [-0.590, 3.754, 4.404], [0.638, 2.758, 2.386], [-0.977, 3.542, 2.074], [-0.197, 0.995, 1.442], [-0.630, 0.960, 4.647]], "total_charge": 5, "gap_ev": 2.07, "homo_energy_ev": -21.73}